P:
The following is a quantum chemistry calculation of 2 unconnected molecules or ions with the total composition C5H12NO2, from OMol25.

```
20
C5H12NO2 (ωB97M-V/def2-TZVPD)
O -1.56826 0.99763 1.39441
C -1.38429 2.02201 0.78557
C -0.01984 2.46608 0.31469
C 0.90973 1.34964 -0.36366
C 0.32960 0.00040 -0.70304
C -0.14710 -0.42766 -1.85030
N 0.38225 -0.97011 0.39760
H -2.25627 2.69366 0.65892
H 0.49089 2.73898 1.24889
H -0.16925 3.24655 -0.43553
H 1.27944 1.77906 -1.29699
H 1.75704 1.20398 0.27995
H -0.50110 -1.43497 -2.01657
H -0.17288 0.21690 -2.71594
H 1.32902 -1.29058 0.64055
H -0.15226 -1.82168 0.22501
H -0.04027 -0.56025 1.25743
H -0.33383 -3.77731 1.39668
H 0.09201 -4.66851 0.20634
O 0.17535 -3.76380 0.57602
```

net charge	+1
HOMO-LUMO gap	10.8	eV

Q:
The following is a quantum chemistry calculation of 2 unconnected molecules or ions with the total composition C5H12NO2, from OMol25.

```
20
C5H12NO2 (ωB97M-V/def2-TZVPD)
O 1.32661 -2.22305 1.48403
C 0.48013 -1.53941 0.97645
C 0.53151 -0.02841 1.17727
C 0.02101 0.79595 -0.01825
C -1.44164 1.10683 -0.00144
C -2.29224 0.95314 -0.99482
N 2.00673 0.28735 1.48227
H -0.29543 -1.92563 0.30713
H 0.04301 0.22880 2.10685
H 0.42387 0.19066 -0.83974
H 0.60552 1.71179 -0.08856
H -1.84906 1.28904 0.98942
H -2.27190 0.62432 -2.03112
H -3.31976 1.24130 -0.82065
H 2.55868 -0.51424 1.16201
H 2.16256 0.46491 2.47480
H 2.31538 1.14075 1.01468
H -0.52144 -0.57286 -2.53058
H -0.15069 -1.71555 -3.38884
O -0.33283 -1.51570 -2.46092
```

net charge	+1
HOMO-LUMO gap	10.0	eV

Energy comparison, zero being the most stable, in kJ/mol: P 0.0; Q 100.4.

P:
The following is a quantum chemistry calculation of 2 unconnected molecules or ions with the total composition C4H10NOS, from OMol25.

```
17
C4H10NOS (ωB97M-V/def2-TZVPD)
C -0.09543 0.42034 -0.74442
C -1.53789 0.20122 -0.03421
C -2.68364 -0.40733 -0.69586
C 0.84707 1.17587 -0.20793
N 2.72412 -1.12085 1.09851
O 2.01233 1.36738 -0.69958
S -1.66454 0.62092 1.56041
H -0.10000 0.05104 -1.77853
H -2.84869 0.09837 -1.63114
H -3.51165 -0.54671 -0.04419
H -2.18697 -1.34572 -0.94125
H 0.74633 1.90593 0.65042
H 2.48888 -1.98636 1.62135
H 3.56870 -0.56385 1.53941
H 3.04114 -1.40770 0.25373
H 2.22988 1.18592 -1.59005
H -3.02965 0.35153 1.64333
```

net charge	+1
HOMO-LUMO gap	7.8	eV

Q:
The following is a quantum chemistry calculation of a gas-phase ion, C4H10NOS (charge +1), from OMol25.

```
17
C4H10NOS (ωB97M-V/def2-TZVPD)
C 1.94017 0.20597 1.12346
C 0.61894 -0.24163 1.50379
C -2.44200 0.23374 -1.20130
C 0.55922 0.43567 -0.97415
N 1.03126 -0.33931 0.15125
O 0.32731 1.65333 -0.40702
S -0.89336 -0.59994 -1.72451
H 2.29011 1.25583 0.97006
H 2.79253 -0.25609 1.37460
H 0.37761 -1.14912 2.11312
H -0.18317 0.40563 1.69551
H -2.64499 -0.07508 -0.18966
H -3.08943 0.12235 -2.07807
H -2.14552 1.33155 -1.25873
H 1.47379 0.46239 -1.72754
H 1.37768 -1.29110 -0.07761
H -0.36165 2.13074 -1.07233
```

SMILES	CS[C@@H](O)[NH+]1CC1
net charge	+1
HOMO-LUMO gap	10.2	eV

Energy comparison, zero being the most stable, in kJ/mol: P 0.0; Q 35.5.

P:
The following is a quantum chemistry calculation of 2 unconnected molecules or ions with the total composition C3H6N5, from OMol25.

```
14
C3H6N5 (ωB97M-V/def2-TZVPD)
C -0.74506 1.76934 -0.26163
C 0.39554 -0.46493 -0.09025
C -0.31648 0.58031 -0.66872
N -1.05007 2.90134 -0.14955
N -3.95689 -0.52300 0.27465
N -2.91582 -0.16849 0.26770
N 0.62261 -1.52773 -0.81281
N 0.80107 -0.52828 1.13533
H -0.51822 0.31189 -1.75555
H -1.80250 3.31228 0.42088
H 0.38578 -1.49204 -1.82000
H 1.40697 -2.16294 -0.61951
H 0.56381 0.27945 1.78023
H 0.97319 -1.47855 1.45323
```

net charge	+1
HOMO-LUMO gap	9.8	eV

Q:
The following is a quantum chemistry calculation of a gas-phase ion, C3H6N5 (charge +1), from OMol25.

```
14
C3H6N5 (ωB97M-V/def2-TZVPD)
C 1.38211 -1.20758 -0.00416
C -0.81973 -0.28649 -0.04155
C 0.54484 -0.10175 -0.55464
N 2.05461 -2.02574 0.43915
N 1.85030 1.82870 -0.45346
N 1.14196 1.15862 0.22297
N -1.92942 -0.33358 -0.79268
N -0.81556 -0.38860 1.29441
H 0.61746 -0.14214 -1.58803
H 2.27545 2.67086 0.05334
H -1.93686 -0.23960 -1.81292
H -2.88006 -0.28736 -0.31468
H 0.06522 0.05626 1.63490
H -1.55033 -0.70159 1.91735
```

SMILES	[H]/N=N/[C@@H](C#N)C(N)=[NH2+]
net charge	+1
HOMO-LUMO gap	9.5	eV

Energy comparison, zero being the most stable, in kJ/mol: P 0.0; Q 235.7.

P:
The following is a quantum chemistry calculation of 2 unconnected molecules or ions with the total composition H5N5O, from OMol25.

```
11
H5N5O (ωB97M-V/def2-TZVPD)
N -1.83709 1.19073 0.07830
N -2.52486 -0.02295 -0.29414
N -0.71011 0.72643 0.43019
N -1.66766 -1.11711 0.02330
N -0.49705 -0.55546 0.39698
O 2.16489 0.53338 -0.28412
H 1.94494 -0.45872 -0.16933
H -2.67933 0.06894 -1.31097
H -0.05953 1.50431 0.70788
H -2.02209 -1.70312 0.76433
H 3.11548 0.64328 -0.24154
```

net charge	0
HOMO-LUMO gap	8.2	eV

Q:
The following is a quantum chemistry calculation of a molecular structure, H5N5O, from OMol25.

```
11
H5N5O (ωB97M-V/def2-TZVPD)
N -0.80862 0.49758 0.95474
N -1.39657 0.21750 -0.25579
N 0.47628 1.08200 0.51181
N -0.29424 0.01062 -1.18816
N 0.83791 0.17164 -0.49394
O 1.20374 -1.30562 0.46104
H -0.46743 -0.27418 1.43323
H -1.91003 1.08048 -0.70602
H 1.23659 1.17087 1.27965
H -0.37024 -0.82296 -1.71932
H 1.49259 -1.82793 -0.27725
```

net charge	0
HOMO-LUMO gap	10.2	eV

Energy comparison, zero being the most stable, in kJ/mol: P 0.0; Q 135.8.

P:
The following is a quantum chemistry calculation of a single C2H3FS2 molecule, from OMol25.

```
8
C2H3FS2 (ωB97M-V/def2-TZVPD)
C -0.40970 -0.09370 -0.42123
C -0.06757 0.11041 0.84633
F -0.47751 0.26164 4.41368
S -1.16829 1.44168 1.85454
S -0.13356 1.59164 3.55334
H -0.06186 -0.95582 -1.05030
H -1.07103 0.45053 -0.93638
H 0.74030 -0.20487 1.49598
```

net charge	0
⟨S²⟩	2.008
multiplicity	3
HOMO-LUMO gap (alpha / beta)	6.5 / 7.1	eV

Q:
The following is a quantum chemistry calculation of a single C2H3FS2 molecule, from OMol25.

```
8
C2H3FS2 (ωB97M-V/def2-TZVPD)
C -0.55401 0.38487 -0.39329
C 0.98417 -1.31658 0.47351
F 0.74458 -2.56923 0.10447
S 1.11005 -0.06568 -0.83848
S -0.47707 -0.60533 1.15168
H -0.71333 1.39114 -0.21207
H -1.33693 0.17395 -1.00286
H 1.94020 -1.42302 1.09200
```

net charge	0
⟨S²⟩	2.013
multiplicity	3
HOMO-LUMO gap (alpha / beta)	6.0 / 5.9	eV

Energy comparison, zero being the most stable, in kJ/mol: P 0.0; Q 12.1.

P:
The following is a quantum chemistry calculation of 2 unconnected molecules or ions with the total composition C12H17P, from OMol25.

```
30
C12H17P (ωB97M-V/def2-TZVPD)
C -2.51475 2.90879 0.64839
C -2.13019 2.10970 -0.48514
C -1.85072 2.54210 1.80290
C -1.17109 1.17465 -0.44464
C -0.73163 1.67350 1.76138
C -0.38481 0.92749 0.69003
C -1.64565 -3.31471 1.59704
C -1.84526 -2.30547 0.84669
C 1.69600 0.83648 -1.46817
C 3.17399 -0.92787 -0.55748
C 0.96049 -1.56560 -1.23885
C 1.74375 -0.44671 -0.70305
P 0.99804 -0.17778 1.03630
H -3.21598 3.70732 0.55116
H -2.74022 2.22903 -1.29537
H -1.98736 3.04309 2.79152
H -1.11818 0.54848 -1.31831
H -0.05248 1.54446 2.68601
H -2.39614 -3.80218 2.18338
H -0.59516 -3.45207 1.88378
H -2.26432 -1.67588 0.02815
H 2.63983 1.36605 -1.20089
H 1.59260 0.52946 -2.58791
H 0.87044 1.42584 -1.18795
H 3.32647 -1.98056 -0.27648
H 3.69852 -0.22644 0.15582
H 3.64179 -0.80305 -1.50460
H 0.72220 -2.45372 -0.59097
H 0.01945 -1.26832 -1.84205
H 1.56037 -2.16607 -1.96069
```

net charge	0
HOMO-LUMO gap (alpha / beta)	7.1 / 8.0	eV

Q:
The following is a quantum chemistry calculation of a single C12H17P molecule, from OMol25.

```
30
C12H17P (ωB97M-V/def2-TZVPD)
C -0.16818 1.50572 0.06359
C 0.64587 1.17633 1.24158
C 0.64211 2.58422 -0.61469
C 1.49067 0.16761 1.25685
C 2.62076 1.21571 -1.49038
C 2.46398 -0.07262 -0.96814
C 1.81447 2.42802 -1.30077
C 1.43149 -0.54136 -0.03549
C -0.92767 -1.51833 1.43417
C -2.78471 -0.37013 0.24513
C -1.54762 -2.23723 -0.89970
C -1.38531 -1.07191 0.14527
P -0.19724 -0.02497 -0.95401
H -1.12081 1.98327 0.27123
H 0.36643 1.80783 2.08424
H 0.35545 3.64796 -0.64403
H 2.10869 0.04986 2.01447
H 3.48817 1.35063 -2.09939
H 3.21232 -0.81867 -1.22044
H 2.21653 3.28796 -1.78655
H 1.60317 -1.67828 0.19493
H -0.04244 -2.09500 1.33483
H -0.72869 -0.62456 2.17625
H -1.65409 -2.01619 2.05563
H -3.50119 -1.22453 0.34587
H -2.87748 0.27810 -0.63226
H -2.74022 0.47574 1.07277
H -1.62102 -1.99903 -1.95239
H -0.72092 -2.81305 -0.81220
H -2.44253 -2.85312 -0.52637
```

SMILES	CC(C)(C)P1[C@@H]2C=CC=C[C@H]1C=C2
net charge	0
HOMO-LUMO gap	8.8	eV

Energy comparison, zero being the most stable, in kJ/mol: P 209.0; Q 0.0.